No. 1
Formula: C44H52AsBrMgN2O8S2
Source: the OMol25 dataset
Level of theory: ωB97M-V with the def2-TZVPD basis set

The value obtained for the orbital gap is 5.713 eV. The calculation puts the calculated total energy at -8225.68109 Eh. The net charge is 0. As for the energy above the lowest of the compared OMol25 structures with the same formula, charge and spin: 17.5 kJ/mol.

Structure (XYZ):
```
111
Properties=species:S:1:pos:R:3:forces:R:3:lowdin_charge:R:1
Mg 0.978110 -0.611761 -0.443747 -0.71 0.43 0.06 0.590
O 4.348985 -1.414124 0.909452 0.10 -0.04 -0.03 -0.261
S 3.429664 -1.453001 -0.184362 -0.20 -0.22 -0.50 0.521
O 2.163019 -2.192351 0.076853 0.24 0.04 0.28 -0.377
O 3.044086 -0.162308 -0.780293 0.09 0.06 0.32 -0.319
C 4.191943 -2.340173 -1.528962 0.05 0.07 0.19 -0.215
C 5.510995 -2.721294 -1.340602 0.10 0.03 -0.08 -0.049
C 6.221055 -3.349638 -2.355791 -0.04 0.06 0.13 -0.068
C 5.605333 -3.575121 -3.570946 -0.09 0.01 -0.05 -0.069
C 4.281026 -3.200127 -3.757890 0.15 -0.07 -0.14 -0.063
C 3.552456 -2.593479 -2.744952 -0.10 -0.15 -0.04 -0.199
S 1.799274 -2.453743 -3.161732 0.27 0.08 -0.01 0.514
O 1.783121 -2.183712 -4.579996 -0.07 -0.01 -0.08 -0.304
O 1.252094 -3.747489 -2.774759 0.02 -0.08 -0.05 -0.323
O 1.161196 -1.353393 -2.412141 0.06 -0.01 0.27 -0.398
H 5.972015 -2.499145 -0.388251 0.00 -0.02 0.00 0.110
H 7.248574 -3.647316 -2.193715 0.01 0.01 0.01 0.105
H 6.144516 -4.050180 -4.380290 0.00 0.01 -0.01 0.105
H 3.797509 -3.381770 -4.707352 -0.02 -0.01 0.02 0.109
C 1.853499 0.621314 7.377861 -0.02 -0.01 0.02 -0.074
C 1.816709 1.872246 6.498285 0.03 -0.04 0.01 -0.563
C 0.717634 2.804270 7.026442 0.00 0.03 0.01 -0.051
C 3.173393 2.578082 6.621600 0.04 -0.01 0.01 -0.053
C 1.535276 1.529830 5.037496 -0.08 -0.01 0.02 -0.189
C 1.136620 0.274859 4.618595 0.06 -0.01 0.06 -0.098
C 0.892896 0.038657 3.276795 -0.05 0.08 -0.03 -0.532
Br 0.247134 -1.687771 2.795662 0.08 -0.04 0.04 0.878
C 1.041779 0.990125 2.254464 0.16 0.14 -0.12 -0.385
O 0.891408 0.718613 0.995257 -0.19 -0.32 0.09 -0.197
C 1.351313 2.313592 2.714953 -0.01 -0.08 -0.02 -0.080
C 1.600730 2.525025 4.057919 0.01 0.03 -0.01 0.008
C 1.305019 3.480411 1.727018 0.04 -0.03 -0.01 -0.521
C 1.611736 4.823214 2.394870 -0.02 0.02 0.00 -0.075
C 2.320297 3.299450 0.588980 0.02 0.02 0.00 -0.028
C -0.125060 3.560348 1.170370 -0.02 -0.01 0.01 -0.037
H 2.144396 0.893401 8.394832 -0.01 0.01 0.00 0.081
H 2.574142 -0.108525 7.004749 0.02 0.01 0.00 0.088
H 0.875993 0.138098 7.433031 -0.01 0.00 -0.02 0.081
H 0.893564 3.053831 8.076608 0.01 0.00 0.00 0.080
H -0.261681 2.328801 6.944084 0.00 -0.01 0.00 0.086
H 0.685370 3.735261 6.457913 0.00 0.00 -0.01 0.077
H 3.392268 2.798991 7.669608 -0.01 0.00 0.00 0.080
H 3.190477 3.520426 6.073555 0.00 0.00 -0.01 0.073
H 3.973949 1.949392 6.227894 -0.01 -0.01 0.00 0.092
H 1.015585 -0.541766 5.315655 -0.01 -0.01 0.01 0.086
H 1.853658 3.526867 4.377244 -0.01 0.00 0.00 0.090
H 2.619285 4.848302 2.814883 0.01 -0.01 0.00 0.085
H 0.900594 5.061081 3.189083 -0.01 -0.01 -0.01 0.083
H 1.546021 5.613873 1.643533 0.01 0.00 0.00 0.082
H 3.339141 3.337126 0.981285 0.00 0.00 0.01 0.092
H 2.209863 4.113194 -0.135623 0.00 0.00 0.00 0.076
H 2.195344 2.347226 0.082673 -0.02 -0.02 -0.01 0.062
H -0.836968 3.674798 1.992573 0.01 0.03 0.00 0.093
H -0.374185 2.653925 0.621516 0.00 -0.03 0.00 0.065
H -0.228889 4.421386 0.505996 0.00 0.01 -0.04 0.071
C -0.923157 -5.388159 -0.070887 -0.05 -0.05 0.00 -0.040
C -0.144181 -4.059626 0.061826 0.02 -0.09 0.05 -0.145
N -1.028297 -2.941648 -0.234539 0.12 0.16 -0.08 -0.136
C -1.463078 -2.994576 -1.622784 -0.04 -0.04 -0.08 -0.137
C -2.198627 -4.323234 -1.903335 -0.02 -0.06 0.01 -0.040
N -2.296337 -5.055106 -0.594000 -0.01 0.05 0.00 -0.094
C -3.044636 -4.201494 0.391477 0.01 -0.05 -0.03 -0.052
C -2.185198 -2.935312 0.640134 -0.03 -0.02 0.07 -0.147
H -1.075264 -5.902146 0.878452 0.03 0.00 0.00 0.130
H -0.473515 -6.077211 -0.784844 0.03 0.03 0.00 0.135
H 0.689745 -4.030266 -0.634846 -0.02 -0.03 0.02 0.098
H 0.252278 -3.945894 1.069536 0.01 0.01 -0.02 0.090
H -0.594085 -2.928969 -2.266164 -0.11 0.04 0.01 0.082
H -2.118866 -2.149164 -1.810353 -0.04 -0.01 0.03 0.092
H -1.655932 -4.966543 -2.595565 0.05 0.03 0.02 0.137
H -3.221798 -4.188697 -2.256053 0.03 0.01 -0.05 0.126
H -2.805807 -5.920871 -0.737951 -0.04 -0.03 0.00 0.180
H -3.194770 -4.802656 1.287578 0.00 0.03 0.01 0.130
H -4.012318 -3.982389 -0.059897 0.00 0.02 0.03 0.123
H -1.851989 -2.905212 1.675195 -0.01 0.02 -0.02 0.057
H -2.767424 -2.032358 0.451574 0.00 -0.01 -0.01 0.119
O -0.934548 -0.035968 -0.924829 0.31 0.11 -0.77 -0.451
As -1.859304 0.713213 -2.086919 -0.04 0.10 0.48 1.252
C -1.608305 0.380060 -3.960581 -0.10 -0.14 0.00 -0.281
C -0.341021 0.201901 -4.497725 0.01 -0.15 0.00 -0.080
C -0.194593 0.058154 -5.870544 -0.01 -0.02 -0.02 -0.054
C -1.301073 0.113655 -6.702289 0.04 -0.01 0.00 -0.069
C -2.563766 0.332357 -6.167843 -0.03 -0.01 0.00 -0.081
C -2.720495 0.467605 -4.798343 -0.08 0.22 -0.04 -0.114
C -1.692314 2.620562 -1.983287 0.02 0.03 -0.09 -0.292
C -2.757091 3.462000 -1.696049 -0.05 0.02 0.00 -0.088
C -2.572890 4.838473 -1.733590 -0.03 0.00 0.01 -0.075
C -1.337136 5.366438 -2.069166 0.06 0.00 -0.01 -0.079
C -0.271729 4.522409 -2.358162 -0.04 0.01 0.02 -0.075
C -0.447875 3.150435 -2.314564 0.08 0.01 0.06 -0.089
C -3.633059 0.202003 -1.532090 0.01 -0.03 0.11 -0.292
C -3.951332 0.583135 -0.227924 -0.03 0.05 0.01 -0.103
C -5.105038 0.109087 0.376127 -0.01 -0.01 0.01 -0.069
C -5.936822 -0.769638 -0.306281 0.00 0.00 0.00 -0.082
C -5.608871 -1.174839 -1.591694 0.00 0.01 0.01 -0.086
C -4.457474 -0.693312 -2.203276 0.02 -0.07 -0.11 -0.111
H 0.525723 0.115326 -3.862019 0.02 0.00 0.04 0.086
H 0.790824 -0.124727 -6.274830 0.02 -0.01 0.01 0.112
H -1.180963 -0.014587 -7.770282 0.00 0.02 0.00 0.106
H -3.427439 0.403915 -6.816296 0.00 -0.01 0.00 0.104
H -3.704736 0.696798 -4.404097 0.06 -0.07 0.02 0.095
H -3.732182 3.062065 -1.446300 0.01 -0.03 -0.01 0.096
H -3.400758 5.496565 -1.504026 0.00 0.00 0.00 0.106
H -1.198355 6.439382 -2.098077 0.00 0.00 0.00 0.107
H 0.698292 4.930150 -2.609360 0.00 0.01 0.01 0.112
H 0.397378 2.501696 -2.517860 -0.03 -0.03 -0.03 0.116
H -3.284086 1.229025 0.332306 0.02 0.00 -0.03 0.118
H -5.345949 0.418105 1.384777 0.00 -0.01 0.00 0.111
H -6.837416 -1.140211 0.166398 0.00 0.00 0.00 0.105
H -6.250695 -1.863610 -2.126786 0.00 0.00 0.01 0.104
H -4.204928 -1.043918 -3.197258 0.01 0.05 0.03 0.095
```
Positions in Å, forces in eV/Å.

=====

No. 2
Formula: C6H8N2O
Source: the OMol25 dataset
Level of theory: ωB97M-V with the def2-TZVPD basis set

The value obtained for the orbital gap is 7.825 eV. The calculation puts the calculated total energy at -418.15571 Eh. The net charge is 0. As for the energy above the lowest of the compared OMol25 structures with the same formula, charge and spin: 72.4 kJ/mol.

Structure (XYZ):
```
17
Properties=species:S:1:pos:R:3:forces:R:3:lowdin_charge:R:1
C 1.228062 -0.542582 0.944193 -0.75 0.21 0.27 -0.035
C -1.795651 0.185046 -1.398669 -0.04 -0.17 0.01 -0.053
C 1.793491 0.841478 0.841213 1.17 1.07 -0.22 -0.369
C -0.111043 -0.650186 0.252602 0.28 0.49 0.24 -0.274
C -0.490497 0.288240 -0.646999 -1.04 -1.09 -0.32 -0.317
N -0.878334 -1.749008 0.613497 -0.33 0.07 0.08 0.111
C 1.320008 1.661255 -0.313440 -0.31 0.00 -0.49 -0.065
N 0.259082 1.387419 -0.998557 1.78 0.79 0.78 0.111
O 2.654302 1.306549 1.576030 -0.79 -0.75 -0.30 0.075
H -1.871828 -1.650371 0.415633 0.39 -0.13 0.05 0.090
H -0.713041 -2.085722 1.560013 -0.05 0.10 -0.44 0.097
H 1.123661 -0.777454 2.009374 0.18 -0.17 -0.12 0.133
H 1.937451 -1.243534 0.491176 0.04 0.02 0.07 0.149
H 1.942363 2.537736 -0.551434 -0.44 -0.33 0.07 0.120
H -1.795728 0.833891 -2.281813 0.14 -0.07 0.33 0.077
H -1.974394 -0.834648 -1.755666 -0.09 0.04 0.11 0.073
H -2.627903 0.491889 -0.757153 -0.12 -0.08 -0.11 0.078
```
Positions in Å, forces in eV/Å.

=====

No. 3
Formula: C22H32NO5P
Source: the OMol25 dataset
Level of theory: ωB97M-V with the def2-TZVPD basis set

The value obtained for the orbital gap is 8.340 eV. The calculation puts the calculated total energy at -1629.84951 Eh. The net charge is 0. As for the energy above the lowest of the compared OMol25 structures with the same formula, charge and spin: 14.3 kJ/mol.

Structure (XYZ):
```
61
Properties=species:S:1:pos:R:3:forces:R:3:lowdin_charge:R:1
C 3.415395 -1.298068 -1.723241 0.11 0.09 0.29 0.011
C 2.278683 -2.065910 -1.891551 -0.13 -0.17 0.08 -0.035
C 1.593285 -2.514267 -0.778943 0.29 -0.12 -0.16 -0.236
C 0.293821 -3.260527 -0.881097 -0.20 0.09 0.85 -0.350
C 2.048944 -2.173026 0.488336 0.24 -0.10 -0.01 0.008
C 3.165353 -1.371542 0.670269 0.06 0.06 0.10 -0.177
C 3.876926 -0.934275 -0.464212 0.04 -0.02 -0.15 -0.199
H 3.973573 -0.944536 -2.575874 0.10 0.05 -0.08 0.120
H 1.926895 -2.323400 -2.876857 -0.04 0.00 -0.12 0.114
O -0.067709 -3.493540 -2.209698 -0.09 0.03 -0.44 -0.039
H 0.358778 -4.210183 -0.316937 -0.04 0.25 -0.06 0.145
H -1.022395 -3.636251 -2.229421 0.03 0.05 -0.03 0.087
H 1.488810 -2.531985 1.336740 -0.03 0.03 0.22 0.104
O 3.593655 -0.963242 1.908014 0.10 0.07 -0.51 -0.108
C 2.857316 -1.368383 3.036773 -0.10 -0.05 0.17 -0.069
H 1.819557 -1.026634 2.983550 0.01 -0.03 0.00 0.090
H 3.352041 -0.900617 3.887259 -0.08 -0.06 -0.02 0.096
H 2.874439 -2.455372 3.161646 -0.03 0.03 -0.01 0.101
O 4.986318 -0.133246 -0.471359 -0.42 -0.01 -0.11 -0.076
C 5.818642 -0.059315 0.664641 0.34 0.12 0.29 -0.081
H 5.366042 0.530889 1.464077 0.09 -0.07 -0.09 0.087
H 6.063659 -1.052699 1.047670 -0.01 0.03 -0.01 0.098
H 6.730131 0.430546 0.320710 -0.03 -0.05 0.04 0.091
P -0.944575 -2.223847 0.071857 -0.50 -0.26 -1.23 0.695
O -1.115630 -2.660876 1.462956 0.22 0.17 0.57 -0.277
O -2.249762 -2.515528 -0.869452 0.92 -0.15 0.25 -0.236
C -3.293660 -1.565123 -1.006568 -0.52 0.44 -0.01 -0.222
C -3.857200 -1.117309 0.336348 -0.06 -0.07 -0.27 -0.167
C -4.806842 0.079145 0.219920 0.16 -0.02 0.18 -0.429
C -4.033472 1.374491 -0.022211 -0.17 -0.20 -0.13 -0.071
H -4.719584 2.214264 -0.107449 -0.03 0.13 -0.02 0.076
H -3.354359 1.566359 0.805843 0.11 0.04 0.11 0.078
H -3.445135 1.324024 -0.934888 0.13 0.08 -0.10 0.067
C -5.640068 0.204853 1.493822 0.01 -0.06 -0.32 -0.081
H -6.241183 -0.687344 1.650916 -0.08 -0.09 0.08 0.075
H -6.307452 1.061378 1.431578 -0.08 0.10 0.05 0.074
H -4.989539 0.336467 2.355308 0.08 0.02 0.15 0.083
H -5.483526 -0.092039 -0.625526 -0.03 0.00 0.00 0.136
H -3.017521 -0.853733 0.983665 -0.12 0.04 0.16 0.096
H -4.368932 -1.964703 0.796440 0.04 -0.03 0.07 0.126
H -2.917651 -0.700248 -1.564808 -0.05 -0.10 -0.01 0.105
H -4.063466 -2.062144 -1.606589 0.08 0.14 0.06 0.131
C -0.515606 -0.488276 -0.166398 -0.32 -0.71 0.21 -0.282
C -0.254447 0.025704 -1.429891 -0.07 0.02 0.11 -0.068
C 0.135635 1.335960 -1.581985 0.07 0.09 -0.19 -0.007
C 0.289475 2.183639 -0.470185 -0.13 -0.11 0.04 -0.224
N 0.664083 3.488779 -0.627356 0.08 0.21 -0.02 -0.190
C 1.165726 3.948060 -1.900864 -0.06 -0.09 -0.16 -0.064
H 1.976503 3.309199 -2.264389 0.00 0.02 -0.06 0.094
H 0.369377 3.965952 -2.650773 0.08 0.01 -0.08 0.090
H 1.551171 4.959124 -1.795779 -0.02 -0.03 0.01 0.082
C 0.834203 4.343432 0.521624 -0.03 -0.06 0.15 -0.067
H 1.018864 5.362279 0.188837 -0.01 -0.04 0.00 0.082
H -0.074223 4.350262 1.127593 0.04 0.03 0.06 0.088
H 1.674749 4.027159 1.150353 -0.02 0.03 0.07 0.095
C 0.025484 1.643430 0.800357 0.07 0.19 0.12 -0.016
C -0.365129 0.331386 0.941786 -0.06 -0.09 -0.06 -0.079
H -0.557513 -0.083536 1.921495 0.00 0.01 0.12 0.111
H 0.142943 2.245171 1.686372 0.02 0.09 0.07 0.095
H 0.327180 1.702749 -2.576443 0.04 0.07 -0.09 0.098
H -0.351048 -0.612950 -2.296002 0.01 -0.03 -0.15 0.121
```
Positions in Å, forces in eV/Å.

=====

No. 4
Formula: H8O4
Source: the OMol25 dataset
Level of theory: ωB97M-V with the def2-TZVPD basis set

The value obtained for the orbital gap is 11.728 eV. The calculation puts the calculated total energy at -305.73811 Eh. The net charge is 0. As for the energy above the lowest of the compared OMol25 structures with the same formula, charge and spin: 107.9 kJ/mol.

Structure (XYZ):
```
12
Properties=species:S:1:pos:R:3:forces:R:3:lowdin_charge:R:1
O 2.026973 -2.370497 -0.994272 -0.14 0.98 -0.06 -0.048
H 2.236351 -3.290913 -0.968499 0.17 -0.92 0.04 0.017
H 1.076308 -2.316272 -0.866352 -0.04 -0.05 0.04 0.031
H 1.854617 2.169560 -1.824947 0.18 0.05 0.07 0.033
O 1.377413 2.452362 -1.041018 -0.34 -0.07 0.04 -0.057
H 2.010952 2.869998 -0.451638 0.09 -0.03 -0.11 0.036
O -2.625920 -1.785329 0.619832 0.23 -0.34 0.08 -0.060
H -3.443211 -1.639959 1.104366 0.01 0.18 -0.13 0.035
H -2.592393 -1.147899 -0.095480 -0.22 0.16 0.04 0.025
O -0.790855 1.720048 1.512918 -0.42 0.32 0.27 -0.060
H -0.069072 1.176030 1.828919 0.12 -0.18 -0.24 0.030
H -0.889459 1.571927 0.569562 0.36 -0.08 -0.04 0.018
```
Positions in Å, forces in eV/Å.

=====

No. 5
Formula: C4H10NO3S
Source: the OMol25 dataset
Level of theory: ωB97M-V with the def2-TZVPD basis set

The value obtained for the orbital gap is 10.420 eV. The calculation puts the calculated total energy at -836.69142 Eh. The net charge is +1. As for the energy above the lowest of the compared OMol25 structures with the same formula, charge and spin: 128.8 kJ/mol.

Structure (XYZ):
```
19
Properties=species:S:1:pos:R:3:forces:R:3:lowdin_charge:R:1
C -1.208482 -1.290812 0.232432 -2.31 -2.81 2.68 0.049
C -3.045264 -0.185709 -0.847326 -0.87 -0.75 -0.68 -0.040
C 2.903856 -0.075748 1.483437 -1.17 -0.87 -3.61 0.006
C 1.354205 1.106553 0.332540 -3.91 1.76 0.13 -0.233
N -1.699126 -0.566254 -0.638673 2.09 0.58 -1.45 -0.232
O 0.991469 0.337244 -0.919783 0.19 -0.76 -0.74 -0.352
O -0.757860 1.179719 -2.566596 0.12 -0.19 0.79 -0.349
O 1.496590 0.296980 1.356694 1.70 -0.54 0.24 -0.092
S -0.180347 0.043268 -1.913010 0.32 0.24 -0.58 1.075
H -0.152937 -1.473191 0.206838 0.44 -0.22 0.50 0.081
H -1.966932 -1.862792 0.968441 2.08 1.29 -1.36 0.183
H -3.400330 -0.020374 0.170544 -0.71 0.98 -0.51 0.115
H -3.682526 -0.982329 -1.312842 0.84 0.31 0.45 0.131
H -2.944057 0.579788 -1.620144 -0.90 0.74 0.72 0.087
H 3.548012 0.676393 1.744810 1.00 2.46 1.07 0.071
H 3.315959 -0.410148 0.474642 -0.78 -0.24 1.31 0.135
H 2.849170 -0.784422 2.204974 0.54 -2.45 1.90 0.068
H 0.410810 1.660456 0.477110 0.54 0.26 0.05 0.151
H 2.167791 1.771376 0.165913 0.77 0.20 -0.89 0.144
```
Positions in Å, forces in eV/Å.

=====

Q: The lowest orbital gap belongs to which entry?
A: C44H52AsBrMgN2O8S2